[1]
{"formula": "C13H26O9S4", "method": "ωB97M-V/def2-TZVPD", "species": ["O", "S", "O", "C", "C", "C", "C", "C", "O", "S", "O", "O", "H", "H", "H", "H", "H", "H", "H", "H", "H", "H", "O", "S", "O", "C", "C", "C", "C", "H", "H", "H", "H", "H", "H", "H", "H", "O", "S", "O", "C", "C", "C", "C", "H", "H", "H", "H", "H", "H", "H", "H"], "positions_angstrom": [[0.258, -3.412, 3.625], [1.525, -4.075, 3.584], [1.757, -5.266, 4.344], [2.832, -2.895, 3.976], [3.670, -2.503, 2.762], [5.137, -2.198, 3.064], [5.855, -1.989, 1.721], [5.337, -0.712, 1.085], [3.942, -0.858, 0.727], [2.942, -1.099, 1.931], [2.970, 0.023, 2.814], [1.699, -1.524, 1.373], [1.796, -4.358, 2.283], [2.288, -2.050, 4.395], [3.455, -3.346, 4.743], [3.648, -3.303, 2.018], [5.217, -1.270, 3.630], [5.604, -3.004, 3.625], [5.578, -2.808, 1.053], [6.936, -1.960, 1.823], [5.868, -0.489, 0.165], [5.460, 0.132, 1.764], [-0.425, -0.699, -3.936], [-1.486, -0.442, -2.995], [-2.763, 0.057, -3.455], [-1.735, -1.907, -1.997], [-0.790, -1.713, -0.814], [-0.940, -0.245, -0.396], [-0.872, 0.602, -1.673], [-1.522, -2.784, -2.603], [-2.777, -1.913, -1.680], [-1.027, -2.392, 0.003], [0.240, -1.907, -1.120], [-1.907, -0.103, 0.092], [-0.170, 0.051, 0.312], [-1.496, 1.490, -1.625], [0.150, 0.883, -1.918], [-2.076, 3.794, -1.477], [-3.448, 3.975, -1.068], [-3.788, 4.120, 0.324], [-4.144, 5.328, -2.011], [-4.696, 4.659, -3.266], [-5.395, 3.378, -2.788], [-4.444, 2.674, -1.814], [-3.364, 6.060, -2.204], [-4.936, 5.770, -1.408], [-5.379, 5.319, -3.798], [-3.878, 4.405, -3.943], [-6.324, 3.640, -2.276], [-5.651, 2.722, -3.619], [-4.965, 2.147, -1.019], [-3.769, 1.993, -2.332]], "forces_ev_per_a": [[0.0, 0.0, 0.0], [-0.1, 0.0, 0.1], [0.1, -0.2, 0.0], [-0.3, 0.3, -0.2], [0.2, -0.2, 0.1], [0.3, 0.2, -0.5], [-0.6, 0.1, 0.1], [0.6, 0.1, 0.1], [-0.1, -0.2, 0.1], [-0.5, 0.0, 0.1], [0.3, 0.0, 0.1], [0.2, 0.0, -0.3], [0.0, 0.1, 0.0], [0.1, 0.1, 0.1], [0.0, -0.1, 0.0], [0.0, 0.0, -0.1], [0.0, -0.1, 0.3], [-0.2, -0.1, 0.1], [0.3, -0.1, -0.1], [0.1, 0.1, 0.0], [-0.2, 0.0, -0.2], [-0.2, 0.1, 0.0], [-0.1, 0.0, -0.1], [0.0, 0.0, 0.1], [0.0, 0.0, -0.1], [0.1, -0.1, 0.2], [0.0, 0.1, 0.0], [0.0, 0.0, 0.0], [0.0, 0.0, 0.3], [0.0, 0.1, -0.1], [0.0, 0.0, 0.0], [0.0, 0.0, 0.0], [0.0, 0.0, 0.0], [0.0, 0.0, 0.0], [0.0, 0.0, 0.0], [0.1, 0.1, -0.1], [0.0, 0.0, -0.1], [0.1, 0.0, 0.1], [-0.3, 0.0, -0.1], [0.2, 0.0, 0.0], [-0.1, 0.1, -0.2], [0.0, -0.1, 0.0], [0.0, 0.0, 0.0], [-0.1, -0.1, -0.1], [0.1, 0.0, 0.1], [0.0, 0.0, 0.0], [0.0, 0.0, 0.0], [0.0, 0.0, 0.0], [0.0, 0.0, 0.0], [0.0, 0.0, 0.0], [0.1, 0.0, 0.1], [0.0, 0.0, 0.0]], "smiles": "O=[SH](=O)C[C@@H]1CCCOS1(=O)=O.O=S1(=O)CCCC1.O=S1(=O)CCCC1", "relative_energy_ev": 0.0000}

[2]
{"formula": "C13H26OP2PdSe", "method": "ωB97M-V/def2-TZVPD", "species": ["Pd", "H", "H", "P", "P", "C", "H", "H", "H", "C", "H", "H", "H", "C", "H", "H", "H", "C", "H", "H", "H", "C", "H", "H", "H", "C", "H", "H", "H", "C", "O", "H", "Se", "C", "C", "C", "C", "C", "C", "H", "H", "H", "H", "H"], "positions_angstrom": [[0.140, -0.001, -1.454], [-0.998, -0.474, -0.140], [-1.033, 0.403, -0.126], [-0.058, -2.323, -1.699], [-0.060, 2.338, -1.686], [1.449, 3.291, -1.272], [1.308, 4.353, -1.539], [1.650, 3.206, -0.193], [2.296, 2.880, -1.843], [-0.369, 2.752, -3.441], [-1.320, 2.286, -3.736], [-0.421, 3.845, -3.586], [0.450, 2.322, -4.032], [-1.380, 3.263, -0.807], [-1.214, 3.201, 0.279], [-1.384, 4.322, -1.118], [-2.356, 2.819, -1.053], [-0.191, -2.728, -3.479], [-0.266, -3.818, -3.632], [-1.086, -2.227, -3.873], [0.701, -2.328, -3.979], [1.375, -3.311, -1.132], [1.463, -3.234, -0.037], [1.237, -4.368, -1.417], [2.289, -2.921, -1.607], [-1.486, -3.213, -0.969], [-2.418, -2.741, -1.313], [-1.485, -4.271, -1.281], [-1.431, -3.155, 0.128], [1.991, -0.001, -0.709], [3.082, 0.002, -0.369], [0.894, 0.031, -3.009], [0.673, 0.194, 1.509], [0.029, -0.115, 3.218], [-1.108, 0.540, 3.720], [-1.327, 0.601, 5.068], [-0.369, -0.002, 5.933], [0.813, -0.646, 5.450], [1.004, -0.705, 4.094], [-1.757, 1.036, 2.936], [-2.264, 1.109, 5.464], [-0.545, 0.015, 7.011], [1.577, -1.114, 6.118], [1.908, -1.115, 3.601]], "forces_ev_per_a": [[0.8, 0.1, -1.0], [-1.0, 1.4, 0.2], [-0.8, -1.5, 0.1], [-0.4, -0.4, -0.7], [-0.5, 0.3, -0.4], [-0.1, 0.2, -0.1], [0.1, -0.4, 0.1], [0.0, 0.0, -0.4], [-0.3, 0.1, 0.3], [0.0, 0.5, 0.2], [0.3, 0.1, 0.0], [0.0, -0.3, -0.1], [-0.3, 0.1, 0.1], [0.0, 0.3, -0.1], [-0.1, 0.0, -0.3], [0.0, -0.3, 0.2], [0.3, 0.1, 0.1], [0.0, -0.5, 0.2], [0.0, 0.3, -0.1], [0.3, -0.1, 0.1], [-0.3, -0.1, 0.1], [-0.1, -0.2, -0.1], [0.0, 0.0, -0.4], [0.1, 0.3, 0.1], [-0.3, -0.1, 0.2], [0.0, -0.3, -0.1], [0.3, -0.1, 0.2], [-0.1, 0.3, 0.2], [-0.1, 0.0, -0.3], [2.4, -0.1, 0.3], [-0.5, 0.0, -0.6], [-0.3, 0.0, -0.1], [0.6, 0.5, 0.9], [0.7, 0.0, 1.6], [-0.1, 0.2, -2.1], [-0.3, -0.2, 1.7], [0.2, -0.2, -0.1], [-0.7, 0.2, 1.0], [-0.6, 0.3, -1.7], [0.6, -0.6, 1.3], [1.5, -0.7, -0.4], [0.1, 0.1, -0.3], [-1.0, 0.6, -0.4], [-0.7, 0.1, 0.6]], "spin_multiplicity": 3, "relative_energy_ev": 0.0000}

[3]
{"formula": "C13H27AgF6O7", "method": "ωB97M-V/def2-TZVPD", "species": ["Ag", "C", "O", "O", "C", "F", "F", "F", "C", "C", "H", "H", "H", "H", "H", "H", "C", "O", "O", "C", "F", "F", "F", "C", "C", "H", "H", "H", "H", "H", "H", "C", "C", "C", "O", "H", "H", "H", "H", "H", "H", "H", "C", "O", "H", "H", "H", "H", "C", "O", "H", "H", "H", "H"], "positions_angstrom": [[11.748, 8.324, -28.124], [8.758, 8.375, -26.286], [8.366, 9.483, -25.438], [9.934, 8.580, -26.784], [8.668, 7.066, -25.477], [7.528, 6.949, -24.748], [8.711, 6.010, -26.309], [9.679, 6.900, -24.605], [6.994, 9.786, -25.376], [6.805, 10.923, -24.392], [7.388, 11.801, -24.666], [5.740, 11.170, -24.352], [7.097, 10.608, -23.389], [6.430, 8.925, -25.007], [6.606, 10.054, -26.370], [7.994, 8.272, -27.098], [13.131, 5.820, -28.974], [13.340, 7.171, -29.477], [12.135, 5.912, -28.143], [12.910, 4.897, -30.188], [12.221, 5.482, -31.188], [14.092, 4.477, -30.712], [12.244, 3.779, -29.861], [14.395, 7.560, -30.330], [15.723, 7.650, -29.603], [15.594, 8.228, -28.686], [16.147, 6.678, -29.342], [16.481, 8.150, -30.214], [14.094, 8.551, -30.673], [14.483, 6.888, -31.190], [14.085, 5.521, -28.485], [13.805, 11.717, -30.057], [13.401, 10.925, -28.806], [13.421, 11.815, -27.567], [12.190, 10.316, -28.993], [13.141, 12.581, -30.139], [13.663, 11.119, -30.956], [14.840, 12.035, -29.939], [14.201, 10.171, -28.656], [12.657, 12.593, -27.594], [14.387, 12.337, -27.483], [13.337, 11.230, -26.650], [9.220, 8.705, -30.178], [10.410, 7.930, -30.073], [9.393, 9.716, -29.820], [8.896, 8.741, -31.225], [8.414, 8.281, -29.569], [10.315, 7.103, -30.552], [13.297, 7.604, -25.473], [13.500, 8.492, -26.578], [14.038, 6.803, -25.513], [13.377, 8.135, -24.520], [12.297, 7.187, -25.552], [14.377, 8.872, -26.480]], "forces_ev_per_a": [[-0.1, 0.3, -0.3], [-0.2, 0.5, -0.9], [-0.1, -0.1, 0.3], [1.1, -0.1, 0.0], [0.4, -0.1, 0.1], [-0.2, -0.1, 0.0], [-0.2, -0.1, 0.0], [0.0, 0.1, 0.1], [0.2, -0.2, 0.2], [-0.3, -0.1, 0.0], [0.0, 0.0, -0.1], [0.1, 0.2, 0.0], [0.1, 0.0, 0.0], [-0.2, 0.0, -0.1], [0.0, 0.0, 0.0], [-0.5, 0.0, 0.3], [0.2, 0.7, 1.1], [0.2, 0.4, -0.7], [-0.6, -0.2, 0.1], [-0.2, -0.4, 0.2], [0.0, 0.0, -0.1], [0.1, 0.1, -0.2], [0.0, 0.1, 0.0], [0.1, -0.2, 0.2], [0.4, 0.1, 0.1], [0.0, 0.0, 0.0], [-0.2, -0.1, 0.0], [-0.1, 0.1, -0.1], [0.1, 0.0, -0.2], [-0.1, 0.1, -0.1], [0.2, -0.3, -0.3], [-0.6, 0.0, 0.2], [0.5, -0.2, 0.5], [0.7, 0.4, 0.3], [-0.7, -0.7, -0.1], [0.2, 0.1, -0.1], [0.2, -0.1, 0.0], [0.0, 0.1, -0.2], [-0.1, -0.1, -0.1], [-0.2, -0.2, 0.0], [-0.1, 0.0, -0.1], [-0.4, -0.1, -0.1], [-0.3, -0.5, -0.2], [-0.2, 0.6, -0.2], [0.4, 0.0, 0.0], [-0.1, 0.1, 0.1], [0.1, 0.0, 0.0], [0.0, -0.1, 0.2], [0.1, -0.1, 0.1], [0.3, 0.0, 0.7], [-0.1, -0.1, 0.1], [0.0, 0.1, 0.0], [0.0, 0.0, -0.1], [0.0, 0.1, -0.2]], "charge": -1, "spin_multiplicity": 2, "relative_energy_ev": 0.0000}

[4]
{"formula": "C13H27Cl2N2OP2Pd", "method": "ωB97M-V/def2-TZVPD", "species": ["C", "C", "H", "H", "H", "O", "Cl", "Pd", "P", "C", "C", "H", "H", "H", "H", "H", "H", "C", "H", "H", "H", "P", "C", "C", "H", "H", "H", "C", "H", "H", "H", "H", "H", "H", "Cl", "N", "C", "C", "C", "N", "C", "C", "H", "H", "H", "H", "H", "H"], "positions_angstrom": [[-1.295, 0.307, -4.520], [-0.334, -0.625, -3.831], [-2.206, 0.231, -3.941], [-1.505, 0.105, -5.575], [-0.781, 1.286, -4.478], [-0.600, -1.084, -2.722], [1.223, -0.771, -4.440], [1.052, 0.239, 0.546], [1.146, -2.191, -0.600], [0.060, -3.084, 0.605], [0.955, -3.505, -1.904], [1.159, -4.447, -1.362], [2.881, -3.830, -0.171], [1.622, -3.358, -2.774], [3.499, -2.265, -0.824], [-0.966, -2.757, 0.375], [-0.096, -3.542, -2.211], [2.821, -2.733, -0.093], [0.145, -4.170, 0.438], [3.011, -2.334, 0.912], [0.345, -2.811, 1.629], [0.987, 2.326, -0.453], [-0.066, 3.434, 0.568], [2.661, 3.078, -0.428], [1.017, 2.247, -2.875], [0.499, 3.855, -2.324], [-0.628, 2.485, -2.239], [0.423, 2.775, -2.121], [3.274, 2.596, -1.200], [2.617, 4.164, -0.613], [0.175, 4.496, 0.410], [0.062, 3.195, 1.624], [3.115, 2.865, 0.544], [-1.115, 3.270, 0.300], [3.069, 0.140, 1.767], [-3.685, 0.080, 4.645], [-2.711, -0.010, 3.703], [-1.421, -0.434, 4.035], [-0.394, -0.305, 3.118], [-0.630, 0.149, 1.879], [-1.882, 0.422, 1.474], [-2.952, 0.371, 2.359], [-3.469, -0.129, 5.596], [-4.598, 0.462, 4.419], [-1.186, -0.852, 5.015], [0.639, -0.610, 3.328], [-1.999, 0.650, 0.417], [-3.937, 0.617, 1.997]], "forces_ev_per_a": [[0.6, -0.3, -0.3], [-1.6, 0.3, 2.1], [-0.2, 0.5, 0.0], [0.3, -0.2, 0.2], [-0.6, -0.2, 0.0], [0.4, 0.4, -1.0], [1.2, -0.2, -0.8], [0.9, -0.9, -0.1], [0.4, -3.9, 0.2], [-0.4, 1.3, 0.1], [-0.6, 0.8, -0.9], [0.3, 0.6, -0.3], [-0.2, 0.4, 0.1], [-0.4, -0.1, 0.5], [0.2, -0.3, 0.4], [0.1, -0.3, 0.3], [0.3, 0.1, -0.2], [0.3, 1.4, 0.1], [0.1, 0.5, 0.1], [0.3, -0.4, -0.4], [-0.2, -0.2, -0.2], [0.4, 3.3, -0.6], [-0.1, -0.5, 0.2], [0.1, -0.6, 0.3], [-0.1, 0.1, 0.1], [0.2, -0.3, 0.5], [0.2, 0.1, -0.1], [-0.5, -0.9, -0.5], [-0.1, 0.1, 0.1], [-0.2, -0.4, 0.1], [0.1, -0.4, -0.1], [0.0, 0.2, 0.1], [0.1, 0.2, -0.1], [0.1, 0.1, 0.0], [-1.1, 0.2, -0.4], [1.2, 0.1, -2.0], [-1.5, 0.4, 0.6], [1.4, -0.4, 0.9], [0.0, -0.3, 0.2], [0.1, -0.2, -0.2], [-0.5, -0.1, 0.4], [0.3, 0.2, -1.0], [0.0, -0.2, 1.0], [-0.2, 0.0, 0.1], [-0.1, 0.2, -0.1], [-0.5, 0.3, 0.2], [-0.2, 0.1, 0.3], [-0.2, 0.1, 0.1]], "total_energy_ev": -66019.39160, "charge": 3, "spin_multiplicity": 5}

[5]
{"formula": "C13H27Cl2PY", "method": "ωB97M-V/def2-TZVPD", "species": ["Y", "Cl", "Cl", "C", "H", "H", "C", "C", "H", "C", "H", "C", "H", "H", "C", "H", "H", "C", "H", "H", "H", "H", "C", "C", "P", "C", "C", "C", "C", "H", "H", "H", "H", "H", "H", "H", "H", "H", "H", "H", "H", "H", "H", "H"], "positions_angstrom": [[1.492, -1.189, 1.482], [-0.629, -2.340, 1.618], [2.407, -0.579, 3.714], [-0.626, 1.283, -0.383], [0.232, 1.985, -0.322], [-1.201, 1.044, 0.559], [-1.501, 0.238, -2.235], [-1.437, 1.596, -1.476], [-0.594, -0.023, -2.782], [-2.818, 2.055, -0.906], [-0.931, 2.409, -2.046], [-3.602, 0.875, -0.292], [-2.556, 2.760, -0.117], [-3.431, 2.564, -1.660], [-3.792, -0.243, -1.305], [-3.115, 0.486, 0.619], [-4.580, 1.253, 0.017], [-2.435, -0.788, -1.838], [-4.365, -1.065, -0.859], [-4.370, 0.153, -2.152], [-1.997, -1.446, -1.069], [-2.631, -1.421, -2.723], [4.073, -0.303, -3.498], [3.634, -1.393, -2.520], [2.097, -0.913, -1.577], [1.993, -2.524, -0.593], [3.036, -2.905, 0.483], [2.912, 0.368, -0.452], [4.140, 0.054, 0.417], [3.271, -0.072, -4.212], [4.939, -0.655, -4.072], [4.362, 0.627, -2.991], [3.361, -2.308, -3.074], [4.446, -1.654, -1.823], [0.925, -2.610, -0.206], [2.029, -3.301, -1.371], [3.059, -2.435, 1.558], [2.878, -3.958, 0.724], [4.052, -2.767, 0.101], [3.209, 1.132, -1.188], [2.105, 0.874, 0.127], [4.833, -0.662, -0.044], [4.712, 0.985, 0.534], [3.923, -0.260, 1.462]], "forces_ev_per_a": [[-1.3, 2.4, 0.5], [-1.3, -0.7, 0.3], [0.3, 0.2, 0.5], [3.3, -1.2, 4.0], [-0.4, -0.4, 0.8], [1.1, 0.4, -0.7], [0.7, 2.7, -0.7], [-2.4, -0.1, -2.4], [-0.3, 0.0, 0.2], [0.4, -0.4, -0.5], [-0.7, -0.5, -0.2], [0.1, 0.3, -0.1], [-0.2, 0.2, 0.0], [-0.1, -0.1, 0.0], [0.5, -0.2, -0.3], [0.0, 0.2, -0.4], [-0.1, 0.0, 0.1], [-1.2, -1.0, 0.3], [0.0, 0.1, -0.1], [0.0, -0.1, 0.0], [-0.1, -0.1, 0.1], [0.0, -0.1, 0.4], [0.1, -0.2, -0.2], [0.1, -0.1, 0.2], [0.5, 0.0, -0.4], [-0.7, 0.3, 0.2], [0.8, -0.2, 0.4], [-0.2, -0.1, 0.0], [0.3, 0.3, 0.3], [0.1, 0.0, 0.2], [-0.1, 0.2, 0.0], [-0.1, -0.2, -0.1], [0.2, 0.3, 0.1], [-0.1, 0.0, -0.3], [1.0, -0.3, -0.4], [-0.1, 0.2, 0.2], [0.2, -1.2, -1.5], [0.3, 0.0, 0.0], [-0.1, -0.2, -0.1], [-0.3, -0.2, 0.2], [0.3, -0.2, -0.2], [-0.3, 0.1, 0.2], [-0.1, -0.2, 0.1], [0.1, 0.1, -0.6]], "charge": -1, "relative_energy_ev": 3.1518}

[6]
{"formula": "C13H27ClIN2OP2Pb", "method": "ωB97M-V/def2-TZVPD", "species": ["C", "I", "H", "H", "H", "Pb", "P", "C", "C", "H", "H", "H", "H", "H", "H", "C", "H", "H", "H", "P", "C", "C", "H", "H", "H", "C", "H", "H", "H", "H", "H", "H", "Cl", "N", "C", "O", "C", "C", "C", "C", "N", "C", "H", "H", "H", "H", "H", "H"], "positions_angstrom": [[1.753, -1.074, -1.992], [-3.277, 0.494, 0.129], [1.611, -1.603, -2.945], [2.217, -1.738, -1.251], [2.366, -0.179, -2.141], [-0.521, -0.590, -1.467], [-0.717, -2.888, -0.114], [-0.191, -2.960, 1.616], [-2.486, -3.283, -0.242], [-2.648, -4.367, -0.149], [-0.085, -5.134, -0.788], [-2.844, -2.932, -1.223], [-0.045, -3.989, -2.170], [-0.757, -2.229, 2.214], [-3.038, -2.732, 0.533], [0.193, -4.118, -1.101], [-0.343, -3.975, 2.013], [1.278, -3.977, -0.972], [0.879, -2.701, 1.669], [-0.225, 1.935, -2.303], [0.421, 3.176, -1.157], [0.800, 1.862, -3.803], [-2.398, 1.501, -3.215], [-1.879, 3.189, -3.573], [-2.479, 2.720, -1.926], [-1.907, 2.399, -2.808], [0.490, 1.000, -4.418], [0.680, 2.787, -4.384], [0.414, 4.169, -1.631], [1.448, 2.916, -0.855], [1.859, 1.730, -3.530], [-0.219, 3.185, -0.259], [-1.516, -1.493, -3.683], [-0.271, 1.852, 5.400], [-0.552, 1.012, 4.365], [-1.483, 0.207, 4.361], [0.392, 1.098, 3.214], [1.650, 1.715, 3.188], [2.416, 1.645, 2.020], [1.927, 0.927, 0.910], [0.742, 0.317, 0.962], [-0.019, 0.430, 2.052], [-0.944, 1.891, 6.147], [0.405, 2.603, 5.327], [2.035, 2.242, 4.062], [3.383, 2.112, 1.933], [2.508, 0.871, -0.016], [-1.023, -0.023, 1.999]], "forces_ev_per_a": [[2.3, -0.8, -1.0], [0.2, -0.1, -0.1], [-0.5, 0.2, 0.2], [-0.6, 0.3, 0.2], [-0.6, 0.1, 0.3], [-0.5, 0.0, -0.1], [-0.7, -1.5, 0.1], [0.4, 0.9, -0.1], [0.0, 0.7, -0.2], [0.2, 0.2, 0.0], [0.0, 0.3, 0.1], [0.0, -0.3, 0.2], [0.0, -0.1, 0.3], [0.1, -0.4, -0.1], [0.2, -0.3, -0.1], [0.4, 0.6, -0.4], [-0.1, 0.1, -0.3], [-0.3, -0.2, 0.0], [-0.3, -0.2, 0.1], [-0.3, 1.0, -1.0], [0.1, -0.6, 0.6], [0.2, -0.7, 0.2], [0.1, 0.3, -0.1], [0.1, -0.2, 0.2], [0.2, 0.1, -0.3], [-0.2, -0.6, 0.4], [0.0, 0.3, 0.1], [-0.1, -0.1, 0.2], [-0.1, -0.3, -0.1], [-0.4, 0.2, -0.2], [-0.3, 0.2, -0.1], [0.2, 0.1, -0.3], [0.5, 0.7, 1.6], [-0.2, -0.3, -0.8], [-0.6, 0.2, 1.4], [0.9, 0.7, -0.4], [0.3, -0.5, -1.2], [-0.2, -0.2, -0.3], [-0.5, -0.5, -0.6], [0.4, 0.6, 1.3], [-0.7, 0.0, -1.2], [0.1, 0.2, 0.2], [0.0, 0.0, 0.2], [-0.3, -0.3, 0.1], [0.0, -0.2, -0.3], [0.1, 0.1, 0.2], [-0.2, -0.1, 0.4], [0.6, 0.2, 0.3]], "charge": 3, "relative_energy_ev": 1.2993}